Record 1
Molecular formula: C11H15N2PdS3
Method: DFT, the ωB97M-V functional and the def2-TZVPD basis

Kohn-Sham gap (alpha / beta) ... 0.2193 / 0.2195 Eh
Electronic energy ... -50617.5451 eV
M ... 377.88 g/mol
HOMO level (alpha / beta) ... -0.1094 / -0.1389 Ha
2S+1 ... 3
Net charge ... -1

Last column: Löwdin spin population.
Cartesian coordinates (Å):
Pd (-0.63, 1.42, 0.07)  0.79
S (-2.98, 0.92, -0.33)  0.23
C (-3.05, -0.78, 0.09)  0.02
C (-4.09, -1.59, -0.40)  0.01
C (-4.18, -2.94, -0.07)  0.01
C (-3.23, -3.51, 0.76)  0.00
C (-2.19, -2.73, 1.25)  0.01
C (-2.09, -1.37, 0.93)  0.02
S (-0.79, -0.40, 1.61)  0.30
H (-4.82, -1.14, -1.06)  0.00
H (-4.99, -3.54, -0.47)  0.00
H (-3.28, -4.56, 1.02)  0.00
H (-1.43, -3.16, 1.89)  0.00
S (0.36, 3.45, 1.24)  0.15
C (1.43, 2.23, 0.68)  0.05
N (2.26, 2.48, -0.41)  0.03
C (3.02, 1.39, -1.02)  0.00
C (3.71, 0.59, 0.07)  0.00
C (2.64, 0.13, 1.04)  0.00
N (1.97, 1.31, 1.58)  0.03
H (1.80, 3.09, -1.07)  0.00
H (3.74, 1.84, -1.70)  0.00
H (2.37, 0.73, -1.60)  0.00
H (4.44, 1.22, 0.58)  0.00
H (4.23, -0.27, -0.37)  0.00
H (3.06, -0.43, 1.88)  0.00
H (1.92, -0.52, 0.54)  0.00
H (1.34, 1.13, 2.34)  0.00
C (-0.18, 1.26, -2.01)  0.25
H (0.38, 2.15, -2.32)  0.03
H (-1.14, 1.22, -2.50)  0.01
H (0.39, 0.36, -2.24)  0.03



Record 2
Molecular formula: C3H10O2
Method: DFT, the ωB97M-V functional and the def2-TZVPD basis

Kohn-Sham gap ... 0.4070 Eh
ΔE to the lowest compared entry with this formula, charge and spin ... 11.6 kcal/mol
SMILES ... CCCO.O
Electronic energy ... -7367.5724 eV
M ... 78.11 g/mol
HOMO level ... -0.3762 Ha
Net charge ... 0

Last column: Löwdin charge in e.
Cartesian coordinates (Å):
O (-1.43, 0.66, 3.38)  -0.08
C (-0.29, 0.39, -0.17)  -0.13
C (-1.15, 1.12, 2.07)  -0.30
C (-0.64, -0.04, 1.22)  -0.29
H (-2.31, 0.23, 3.31)  0.10
H (0.62, 1.00, -0.07)  0.08
H (-1.07, 1.00, -0.66)  0.08
H (-0.07, -0.48, -0.82)  0.08
H (-0.32, 1.85, 2.02)  0.12
H (-2.06, 1.61, 1.67)  0.12
H (-1.48, -0.76, 1.25)  0.11
H (0.25, -0.54, 1.64)  0.12
O (3.52, -2.31, -4.77)  -0.09
H (3.76, -1.35, -4.80)  0.05
H (2.67, -2.36, -5.26)  0.05



Record 3
Molecular formula: C5H4N2S
Method: DFT, the ωB97M-V functional and the def2-TZVPD basis

Kohn-Sham gap ... 0.3355 Eh
ΔE to the lowest compared entry with this formula, charge and spin ... 57.6 kcal/mol
SMILES ... C#C[C@@H](C#N)NC=S
Electronic energy ... -19062.2297 eV
M ... 124.17 g/mol
HOMO level ... -0.3246 Ha
Net charge ... 0

Last column: Löwdin charge in e.
Cartesian coordinates (Å):
C (-0.73, -1.58, -0.25)  -0.72
C (0.04, 0.60, 0.62)  -0.32
C (1.19, 0.61, -0.32)  -0.08
C (2.15, 0.64, -1.06)  0.16
C (-0.95, 1.62, 0.20)  -0.15
H (-0.23, -1.24, -1.18)  0.08
H (-1.04, -0.89, 1.61)  0.13
H (0.44, 0.90, 1.58)  0.15
H (3.01, 0.63, -1.70)  0.04
N (-0.55, -0.71, 0.76)  -0.04
N (-1.75, 2.41, -0.12)  0.17
S (-1.57, -2.99, -0.14)  0.59



Record 4
Molecular formula: C36H28N10O3Pb
Method: DFT, the ωB97M-V functional and the def2-TZVPD basis

Kohn-Sham gap ... 0.1679 Eh
ΔE to the lowest compared entry with this formula, charge and spin ... 5.5 kcal/mol
Electronic energy ... -64076.1130 eV
M ... 855.89 g/mol
HOMO level ... -0.2283 Ha
Net charge ... 0

Last column: Löwdin charge in e.
Cartesian coordinates (Å):
Pb (0.19, -1.00, -0.75)  1.54
O (2.69, -2.28, 2.82)  -0.01
C (1.89, -3.17, 3.43)  -0.30
C (2.12, -3.44, 4.76)  -0.03
C (1.47, -4.53, 5.31)  -0.10
C (0.61, -5.35, 4.55)  -0.11
C (0.32, -5.00, 3.24)  -0.05
C (1.00, -3.96, 2.63)  -0.09
C (0.82, -3.53, 1.22)  -0.41
O (1.65, -2.66, 0.71)  -0.22
N (-0.25, -4.05, 0.57)  0.02
N (-0.44, -3.52, -0.67)  -0.13
C (-1.25, -4.24, -1.46)  -0.08
C (-1.60, -3.91, -2.78)  -0.19
C (-2.55, -4.67, -3.42)  -0.08
C (-2.81, -4.57, -4.79)  -0.13
C (-2.04, -3.71, -5.56)  -0.13
C (-1.15, -2.85, -4.95)  -0.04
C (-0.90, -2.82, -3.52)  -0.36
O (-0.20, -1.91, -2.95)  -0.28
H (2.37, -2.27, 1.81)  0.02
H (2.86, -2.84, 5.32)  0.12
H (1.55, -4.76, 6.39)  0.10
H (0.04, -6.13, 5.09)  0.10
H (-0.42, -5.59, 2.70)  0.11
H (-1.69, -5.09, -0.99)  0.11
H (-3.06, -5.44, -2.81)  0.11
H (-3.51, -5.24, -5.24)  0.08
H (-2.16, -3.67, -6.65)  0.10
H (-0.73, -2.04, -5.60)  0.11
C (5.13, -0.25, -0.51)  -0.09
C (3.85, -0.76, -0.45)  -0.07
N (2.76, 0.04, -0.49)  0.06
C (2.92, 1.35, -0.63)  -0.20
C (4.24, 1.87, -0.62)  -0.05
N (5.32, 1.07, -0.63)  0.09
C (1.74, 2.25, -0.81)  -0.16
C (1.87, 3.66, -0.76)  0.05
C (0.77, 4.39, -1.15)  -0.14
C (-0.39, 3.76, -1.56)  0.06
C (-0.48, 2.34, -1.48)  -0.18
N (0.56, 1.62, -1.04)  0.07
C (-1.77, 1.71, -1.80)  -0.15
C (-2.91, 2.37, -2.34)  -0.06
N (-4.07, 1.77, -2.57)  0.09
C (-4.19, 0.55, -2.06)  -0.09
C (-3.08, -0.16, -1.61)  -0.10
N (-1.88, 0.37, -1.50)  0.02
C (0.86, 5.88, -1.11)  -0.14
C (-0.27, 6.66, -1.48)  0.01
C (-0.11, 8.03, -1.49)  -0.16
N (0.95, 8.67, -1.03)  0.06
C (2.06, 7.96, -0.71)  -0.10
C (2.03, 6.57, -0.78)  -0.02
H (6.02, -0.90, -0.60)  0.12
H (3.66, -1.83, -0.35)  0.11
H (4.43, 2.92, -0.75)  0.10
H (2.75, 4.14, -0.40)  0.10
H (-1.26, 4.31, -1.94)  0.10
H (-2.89, 3.41, -2.67)  0.11
H (-5.16, 0.07, -2.16)  0.11
H (-3.20, -1.22, -1.33)  0.13
H (-1.22, 6.17, -1.73)  0.10
H (-0.88, 8.65, -1.87)  0.10
H (2.96, 8.50, -0.40)  0.11
H (2.96, 6.03, -0.52)  0.11
C (-2.87, 0.33, 4.84)  -0.02
N (-1.81, 0.25, 3.85)  -0.13
C (-0.45, 0.50, 4.04)  -0.04
C (0.14, 0.10, 2.85)  -0.19
N (-0.75, -0.25, 1.94)  -0.01
C (-1.92, -0.26, 2.58)  -0.14
H (-2.53, 0.54, 5.87)  0.10
H (-3.44, -0.60, 4.82)  0.09
H (-3.58, 1.07, 4.51)  0.08
H (-0.02, 0.87, 4.97)  0.12
H (1.18, 0.19, 2.55)  0.10
H (-2.86, -0.47, 2.07)  0.13



Record 5
Molecular formula: C24H47BF9N6O10S
Method: DFT, the ωB97M-V functional and the def2-TZVPD basis

Kohn-Sham gap ... 0.2361 Eh
Electronic energy ... -91036.4561 eV
M ... 793.53 g/mol
HOMO level ... -0.1737 Ha
Net charge ... -1

Last column: Löwdin charge in e.
Cartesian coordinates (Å):
O (3.50, 0.24, 2.53)  -0.37
S (2.06, 0.28, 2.05)  0.86
O (1.80, 1.74, 1.67)  -0.38
B (1.80, -0.71, 0.42)  -0.81
O (0.43, -0.68, -0.12)  -0.08
C (0.31, -1.86, -0.99)  -0.15
C (1.18, -2.99, -0.19)  -0.15
O (2.16, -2.13, 0.41)  -0.12
C (0.82, -0.11, 3.40)  -0.34
F (-0.47, 0.02, 2.80)  0.03
F (0.85, 0.89, 4.42)  0.02
C (0.87, -1.60, 3.98)  -0.21
F (0.62, -2.58, 2.99)  0.11
F (-0.24, -1.70, 4.88)  0.06
C (2.17, -1.96, 4.84)  -0.21
F (1.72, -2.54, 6.07)  0.07
F (2.95, -0.86, 5.21)  0.10
C (3.14, -3.05, 4.19)  -0.34
F (4.25, -3.17, 5.08)  0.08
F (2.56, -4.34, 4.15)  0.10
F (3.66, -2.69, 2.96)  0.15
H (2.65, -0.23, -0.29)  0.11
H (-0.73, -2.32, -1.07)  0.09
H (0.87, -1.56, -1.95)  0.08
H (0.42, -3.53, 0.47)  0.10
H (1.69, -3.74, -0.88)  0.12
C (-2.93, -0.87, 1.19)  0.00
C (-3.29, -1.49, -0.13)  -0.52
O (-2.52, -2.21, -0.74)  0.02
N (-4.52, -1.22, -0.64)  0.00
C (-5.57, -0.40, -0.08)  -0.09
H (-1.92, -1.18, 1.47)  0.07
H (-2.95, 0.21, 1.12)  0.09
H (-3.62, -1.22, 1.97)  0.09
H (-4.69, -1.67, -1.53)  0.13
H (-6.46, -1.02, 0.05)  0.08
H (-5.80, 0.40, -0.79)  0.08
H (-5.29, 0.03, 0.88)  0.07
C (-0.09, 1.04, -4.84)  0.00
C (0.98, 0.59, -3.88)  -0.51
O (0.80, -0.34, -3.11)  0.03
N (2.17, 1.25, -3.88)  0.03
C (2.57, 2.36, -4.71)  -0.10
H (-0.97, 0.42, -4.72)  0.09
H (-0.36, 2.08, -4.64)  0.08
H (0.27, 0.94, -5.87)  0.07
H (2.83, 0.88, -3.21)  0.15
H (3.46, 2.07, -5.28)  0.07
H (2.84, 3.20, -4.05)  0.08
H (1.79, 2.67, -5.39)  0.05
C (-0.77, 0.08, 10.26)  -0.02
C (-1.07, -0.42, 8.88)  -0.56
O (-2.11, -1.02, 8.61)  0.02
N (-0.14, -0.21, 7.91)  0.02
C (1.14, 0.46, 8.02)  -0.07
H (-1.60, -0.17, 10.92)  0.08
H (0.13, -0.39, 10.65)  0.08
H (-0.65, 1.17, 10.25)  0.08
H (-0.41, -0.58, 7.00)  0.12
H (1.14, 1.31, 7.33)  0.08
H (1.92, -0.24, 7.72)  0.08
H (1.33, 0.82, 9.03)  0.07
C (1.50, 3.97, -9.20)  -0.01
C (2.57, 3.52, -8.24)  -0.53
O (2.40, 2.59, -7.47)  0.01
N (3.76, 4.18, -8.25)  0.01
C (4.16, 5.30, -9.08)  -0.08
H (0.62, 3.34, -9.08)  0.08
H (1.22, 5.00, -9.00)  0.09
H (1.85, 3.86, -10.23)  0.08
H (4.42, 3.82, -7.58)  0.14
H (5.04, 5.01, -9.65)  0.08
H (4.42, 6.13, -8.42)  0.08
H (3.37, 5.61, -9.76)  0.07
C (-1.04, -4.66, -6.05)  -0.02
C (-0.15, -3.69, -5.33)  -0.55
O (0.10, -3.79, -4.14)  0.06
N (0.39, -2.66, -6.05)  0.01
C (0.23, -2.37, -7.45)  -0.09
H (-1.39, -5.42, -5.35)  0.08
H (-1.91, -4.14, -6.46)  0.08
H (-0.49, -5.16, -6.85)  0.08
H (0.98, -2.05, -5.49)  0.13
H (1.22, -2.38, -7.92)  0.08
H (-0.19, -1.36, -7.55)  0.07
H (-0.42, -3.08, -7.95)  0.07
C (-4.43, 1.23, 6.63)  -0.01
C (-3.89, 1.16, 5.23)  -0.55
O (-4.39, 0.45, 4.37)  0.02
N (-2.80, 1.92, 4.92)  0.02
C (-2.06, 2.82, 5.78)  -0.07
H (-5.29, 0.57, 6.72)  0.08
H (-3.66, 0.90, 7.34)  0.07
H (-4.75, 2.25, 6.86)  0.08
H (-2.50, 1.82, 3.96)  0.14
H (-2.09, 3.82, 5.34)  0.08
H (-1.02, 2.48, 5.82)  0.07
H (-2.47, 2.85, 6.79)  0.07



Record 6
Molecular formula: C15H30Cl2NO4P2
Method: DFT, the ωB97M-V functional and the def2-TZVPD basis

Kohn-Sham gap (alpha / beta) ... 0.3056 / 0.3283 Eh
Electronic energy ... -69344.1565 eV
M ... 421.26 g/mol
HOMO level (alpha / beta) ... -0.2939 / -0.3167 Ha
2S+1 ... 2
Net charge ... 0

Last column: Löwdin spin population.
Cartesian coordinates (Å):
C (2.21, -1.95, 3.05)  0.00
C (1.07, -2.73, 3.69)  0.00
C (0.09, -3.30, 2.67)  0.00
Cl (0.71, -4.85, 1.99)  0.00
P (-1.55, -3.71, 3.45)  0.00
C (-2.27, -2.03, 3.66)  0.00
C (-2.04, -1.02, 2.55)  0.00
C (-2.84, 0.25, 2.71)  0.00
O (-3.51, 0.54, 3.65)  0.00
O (-2.64, 1.11, 1.65)  0.00
P (-2.51, -4.50, 1.57)  0.00
O (-2.78, -6.05, 2.08)  0.00
Cl (-4.44, -3.82, 1.86)  0.00
H (1.93, -0.91, 2.89)  0.00
H (3.10, -1.95, 3.68)  0.00
H (2.49, -2.38, 2.09)  0.00
H (1.46, -3.55, 4.30)  0.00
H (0.51, -2.09, 4.37)  0.00
H (0.01, -2.63, 1.82)  0.00
H (-3.34, -2.17, 3.83)  0.00
H (-1.87, -1.64, 4.61)  0.00
H (-2.26, -1.43, 1.56)  0.00
H (-0.99, -0.70, 2.51)  0.00
H (-3.39, 1.12, 1.05)  0.00
H (-1.94, -6.48, 2.31)  0.00
C (-0.67, 1.19, -1.07)  0.00
C (0.86, 1.24, -1.29)  0.02
C (1.47, 2.57, -0.82)  0.02
C (1.17, 3.75, -1.73)  0.00
C (1.58, 3.44, -3.17)  0.02
C (0.93, 2.16, -3.71)  0.02
N (1.22, 1.05, -2.73)  0.39
O (2.33, 0.47, -2.93)  0.51
C (-0.57, 2.38, -3.92)  0.00
C (1.54, 1.77, -5.05)  0.00
C (1.49, 0.10, -0.50)  0.00
H (-1.20, 0.92, -1.97)  0.00
H (-0.90, 0.44, -0.32)  0.00
H (-1.06, 2.14, -0.71)  0.00
H (2.56, 2.44, -0.76)  0.00
H (1.11, 2.76, 0.20)  0.00
H (0.11, 4.01, -1.69)  0.00
H (1.72, 4.63, -1.38)  0.00
H (1.33, 4.26, -3.84)  0.00
H (2.67, 3.31, -3.21)  0.00
H (-1.06, 1.45, -4.20)  0.00
H (-0.70, 3.09, -4.73)  0.00
H (-1.08, 2.79, -3.05)  0.00
H (2.62, 1.69, -4.99)  0.00
H (1.28, 2.54, -5.78)  0.00
H (1.14, 0.82, -5.39)  0.00
H (1.15, -0.87, -0.88)  0.00
H (1.17, 0.20, 0.54)  0.00
H (2.58, 0.12, -0.54)  0.00



Record 7
Molecular formula: C7H16S2Si
Method: DFT, the ωB97M-V functional and the def2-TZVPD basis

Kohn-Sham gap (alpha / beta) ... 0.2608 / 0.2608 Eh
ΔE to the lowest compared entry with this formula, charge and spin ... 144.5 kcal/mol
Electronic energy ... -37061.3686 eV
M ... 192.43 g/mol
HOMO level (alpha / beta) ... -0.2491 / -0.2491 Ha
Net charge ... 0

Last column: Löwdin charge in e.
Cartesian coordinates (Å):
C (-0.52, -1.21, 1.34)  -0.41
C (0.59, -0.39, 1.62)  -0.36
C (3.24, 1.38, 1.37)  -0.19
C (2.57, -0.88, -0.84)  -0.25
C (-2.03, -0.62, -3.41)  -0.41
C (-2.53, 1.04, 1.59)  -0.30
C (-1.86, 0.44, -0.98)  -0.81
Si (2.00, 0.01, 0.67)  0.77
S (-0.98, -0.68, -1.95)  0.66
S (-2.28, -0.40, 0.58)  0.93
H (-1.17, -1.68, 2.20)  0.10
H (-0.38, -1.87, 0.58)  -0.01
H (0.47, 0.38, 2.47)  0.06
H (3.71, 0.66, 2.10)  0.02
H (3.92, 1.80, 0.73)  -0.03
H (2.62, 2.14, 2.00)  0.06
H (1.87, -1.56, -1.27)  -0.02
H (2.90, -0.35, -1.81)  0.06
H (3.56, -1.47, -0.76)  0.06
H (-2.20, -1.63, -3.69)  0.00
H (-1.68, 0.04, -4.20)  0.03
H (-2.92, -0.23, -2.88)  0.02
H (-3.11, 0.82, 2.40)  0.02
H (-3.04, 1.67, 0.98)  0.01
H (-1.63, 1.44, 1.87)  0.02
H (-1.13, 1.16, -0.72)  -0.06



Record 8
Molecular formula: C4H10O2
Method: DFT, the ωB97M-V functional and the def2-TZVPD basis

Kohn-Sham gap ... 0.3780 Eh
ΔE to the lowest compared entry with this formula, charge and spin ... 57.7 kcal/mol
SMILES ... CC=O.CCO
Electronic energy ... -8403.0434 eV
M ... 90.12 g/mol
HOMO level ... -0.3509 Ha
Net charge ... 0

Last column: Löwdin charge in e.
Cartesian coordinates (Å):
C (-0.79, 1.13, 1.31)  -0.37
O (-0.45, 1.14, -0.09)  -0.14
C (-1.48, 2.30, 1.73)  -0.09
H (0.19, 1.08, 1.70)  0.10
H (-1.42, 0.21, 1.20)  0.14
H (0.13, 1.91, -0.16)  0.08
H (-0.88, 3.00, 1.00)  0.11
H (-1.26, 2.73, 2.72)  0.09
H (-2.53, 2.35, 1.41)  0.09
O (1.60, -2.59, -0.40)  0.00
C (1.14, -1.47, -0.67)  -0.30
C (0.27, -1.26, -1.88)  -0.07
H (1.34, -0.51, -0.13)  0.10
H (-0.70, -0.75, -1.71)  0.08
H (0.89, -0.53, -2.38)  0.07
H (0.27, -2.12, -2.58)  0.09